A molecular structure, C29H47N2O5RuSSiTe. Source: the Open Molecules 2025 dataset; level of theory: the ωB97M-V functional and the def2-TZVPD basis.

Geometry (Å):
Ru -0.698 1.993 -0.639
C -1.801 5.666 1.780
C -0.380 5.110 1.731
C -0.165 4.017 2.744
C 0.507 4.278 3.926
C 0.657 3.298 4.903
C 0.151 2.029 4.664
C -0.510 1.724 3.483
C -0.846 0.286 3.184
C 0.416 -0.455 2.756
C -0.711 2.736 2.516
N -1.427 2.518 1.342
C -2.760 2.242 1.468
C -3.493 2.081 0.278
C -4.853 1.943 -0.022
C -4.937 1.821 -1.428
C -3.648 1.889 -1.912
N -2.770 2.049 -0.885
H -1.911 6.516 1.101
H -2.057 5.997 2.791
H -2.511 4.896 1.483
H 0.344 5.911 1.914
H -0.186 4.721 0.723
H 0.914 5.273 4.085
H 1.176 3.517 5.830
H 0.292 1.238 5.397
H -1.587 0.223 2.389
H -1.272 -0.192 4.078
H 0.825 -0.002 1.852
H 0.205 -1.502 2.527
H 1.175 -0.412 3.541
H -3.239 2.306 2.442
H -5.668 1.935 0.687
H -5.832 1.690 -2.020
H -3.292 1.808 -2.928
C -0.988 4.797 -3.748
O -0.765 4.142 -2.504
C -0.578 2.770 -2.521
O -0.498 2.171 -3.576
H -1.936 5.338 -3.687
H -1.026 4.068 -4.558
H -0.175 5.505 -3.931
C -0.929 -4.848 1.517
C -0.523 -4.334 0.135
C 0.259 -5.409 -0.626
C -1.768 -3.939 -0.655
O 0.342 -3.232 0.372
Si 0.611 -1.863 -0.533
S -0.954 -0.535 -0.500
O 0.936 -2.532 -2.022
C 1.079 -1.903 -3.294
C -0.300 -1.692 -3.919
C 1.817 -0.577 -3.171
C 1.897 -2.885 -4.136
O 1.989 -1.250 0.108
C 3.174 -1.869 0.585
C 4.243 -0.777 0.610
C 2.928 -2.399 1.999
C 3.612 -3.003 -0.342
H -1.588 -5.715 1.436
H -1.447 -4.060 2.061
H -0.042 -5.132 2.086
H -0.374 -6.271 -0.849
H 1.109 -5.746 -0.030
H 0.631 -4.987 -1.558
H -2.444 -4.795 -0.745
H -1.495 -3.602 -1.652
H -2.285 -3.121 -0.161
H -0.894 -1.029 -3.292
H -0.818 -2.650 -4.013
H -0.207 -1.243 -4.909
H 1.233 0.137 -2.597
H 1.986 -0.145 -4.158
H 2.778 -0.718 -2.672
H 1.397 -3.854 -4.166
H 2.887 -3.021 -3.697
H 2.013 -2.516 -5.156
H 3.905 0.053 1.226
H 4.409 -0.393 -0.395
H 5.185 -1.163 1.006
H 2.628 -1.578 2.649
H 3.835 -2.859 2.403
H 2.127 -3.133 1.982
H 3.771 -2.621 -1.351
H 2.846 -3.774 -0.387
H 4.543 -3.447 0.019
Te 1.756 2.491 -0.462

Spin multiplicity: 6
Net charge: -2
HOMO (spin up / spin down): 1.0 / -1.5 eV
Frontier orbital gap (spin up / spin down): 0.1208 / 0.2146 Ha
ΔE to the lowest compared entry with this formula, charge and spin: 0.1 kcal/mol

Mulliken atomic charge list, values in e, 4 entries: Ru 1.368; C -1.190; C -0.261; C 1.261